Molecular formula: C4H4O2
Method: DFT, ωB97M-V with the def2-TZVPD basis set

The geometry in XYZ format:
```
10
Properties=species:S:1:pos:R:3:forces:R:3
O -2.640 0.222 -0.206 -0.04 0.56 0.17
C -2.048 1.155 0.288 -0.27 -0.20 -0.07
C -0.619 1.283 0.034 0.44 -0.52 -0.08
C 0.368 0.585 -0.065 -0.58 0.16 0.13
C 1.045 -0.692 -0.302 -0.20 0.04 -0.24
O 2.008 -1.050 0.654 0.33 0.01 -0.06
H -2.541 1.859 0.973 0.03 0.04 -0.06
H 0.185 -1.377 -0.243 0.24 -0.16 -0.03
H 1.411 -0.737 -1.332 0.08 0.04 0.12
H 2.831 -1.249 0.199 -0.02 0.04 0.13
```
Positions in Å, forces in eV/Å.

Computed properties:
- 2S+1 = 1
- SMILES string = O=CC#CCO
- lowest unoccupied orbital energy (eV) = 0.274

Molecular formula: C4H4O2
Method: DFT, ωB97M-V with the def2-TZVPD basis set

The geometry in XYZ format:
```
10
Properties=species:S:1:pos:R:3:forces:R:3
C 2.474 0.011 0.851 -3.96 -2.82 0.08
C 3.691 -0.079 0.110 -0.75 -1.88 0.58
C 0.591 -0.767 0.379 3.49 -0.22 2.15
C -0.283 0.268 -0.171 -1.80 -0.87 -1.40
O 4.622 -0.571 -0.402 0.85 0.19 -0.31
O 2.977 1.047 0.099 -0.10 2.86 -1.20
H 0.394 -1.634 1.103 0.07 1.61 -1.13
H 0.172 0.487 -1.163 -0.90 -0.04 0.15
H -0.161 1.170 0.336 0.42 1.68 1.21
H -1.474 0.172 -0.191 2.68 -0.50 -0.13
```
Positions in Å, forces in eV/Å.

Computed properties:
- 2S+1 = 1
- lowest unoccupied orbital energy (spin up / spin down) (eV) = -0.927 / -0.359

Molecular formula: C4H4O2
Method: DFT, ωB97M-V with the def2-TZVPD basis set

The geometry in XYZ format:
```
10
Properties=species:S:1:pos:R:3:forces:R:3
C 1.981 -0.909 -0.152 -0.10 0.49 -0.09
C 1.230 0.029 -0.102 0.43 -0.31 -0.07
C 0.165 1.023 0.083 0.15 -0.03 -0.02
O -0.879 0.414 0.832 -0.41 0.13 0.26
C -1.608 -0.479 0.106 -0.66 0.05 -0.29
O -2.723 -0.221 -0.240 0.42 -0.45 0.16
H 2.691 -1.704 -0.211 -0.11 0.08 0.00
H -0.250 1.389 -0.866 0.29 -0.08 0.08
H 0.481 1.892 0.667 0.12 -0.27 -0.13
H -1.087 -1.435 -0.116 -0.14 0.38 0.09
```
Positions in Å, forces in eV/Å.

Computed properties:
- 2S+1 = 1
- SMILES string = C#CCOC=O
- lowest unoccupied orbital energy (eV) = 0.851

Molecular formula: C4H4O2
Method: DFT, ωB97M-V with the def2-TZVPD basis set

The geometry in XYZ format:
```
10
Properties=species:S:1:pos:R:3:forces:R:3
O -1.133 -0.047 1.820 -0.08 -0.30 -0.01
C -0.403 -0.372 0.926 -0.20 -0.98 -0.43
C 0.999 0.095 0.561 -0.25 -0.02 -0.12
C 0.152 0.424 -0.667 0.64 0.64 -0.74
O 0.152 -0.649 -1.539 0.24 -0.43 0.16
C -0.879 -0.706 -0.558 0.10 1.44 1.10
H 1.691 -0.729 0.375 -0.14 0.24 -0.27
H 1.506 0.924 1.068 -0.67 -0.32 0.22
H -0.240 1.413 -0.854 0.36 0.11 -0.67
H -1.853 -0.508 -1.014 0.01 -0.38 0.77
```
Positions in Å, forces in eV/Å.

Computed properties:
- 2S+1 = 1
- lowest unoccupied orbital energy (eV) = 0.907

no.,maximum force (eV/A),calculated total energy (a.u.)
1,0.69,-305.176350
2,4.86,-305.027688
3,0.72,-305.203267
4,1.81,-305.169412